P:
Entry from OMol25: a 2-piece molecular cluster, C3HBr overall (wB97M-V/def2-TZVPD).

Geometry as XYZ:
```
5
Properties=species:S:1:pos:R:3:lowdin_charge:R:1
C -0.885 -0.928 -1.873 0.172
C -0.490 -0.765 -0.646 -0.285
C -0.122 -0.543 0.528 0.135
Br 1.193 2.308 0.683 0.050
H 0.304 -0.072 1.309 -0.072
```

## Properties
LUMO energy (alpha / beta): -2.16 / -3.75 eV
Net charge: 0
Gap between HOMO and LUMO (alpha / beta): 9.042 / 5.536 eV

Q:
Entry from OMol25: one molecule with the formula C3HBr (wB97M-V/def2-TZVPD).

Geometry as XYZ:
```
5
Properties=species:S:1:pos:R:3:lowdin_charge:R:1
C -1.943 2.770 -0.833 0.246
C -0.899 1.401 -0.353 -0.194
C -0.501 0.188 -0.429 -0.586
Br -0.643 -0.969 -2.082 0.536
H 0.268 -0.313 0.067 -0.001
```

## Properties
LUMO energy (alpha / beta): -2.17 / -2.20 eV
Net charge: 0
Gap between HOMO and LUMO (alpha / beta): 7.146 / 7.124 eV

According to the calculations, the structures order from most to least stable as P, Q.

P:
Entry from OMol25: an isolated ion of composition C6H15N2 and charge +1 (wB97M-V/def2-TZVPD).

Geometry as XYZ:
```
23
Properties=species:S:1:pos:R:3:lowdin_charge:R:1
C 1.698 -0.890 -0.155 -0.173
C 0.470 -1.845 -0.275 -0.115
C -1.006 0.193 -0.042 -0.219
C -1.476 1.057 1.271 0.031
C -1.579 0.333 -1.405 -0.047
C 1.709 1.587 0.063 -0.152
N 1.260 0.429 -0.591 -0.041
N -0.633 -1.185 0.435 0.032
H 2.136 -0.840 0.841 0.127
H 2.289 -1.243 -0.972 0.125
H 0.147 -2.280 -1.222 0.142
H 0.756 -2.690 0.302 0.117
H -1.828 0.369 2.041 0.077
H -2.215 1.808 1.043 0.089
H -0.490 1.328 1.550 0.032
H -2.534 -0.160 -1.504 0.086
H -0.856 -0.154 -2.115 0.098
H -1.705 1.344 -1.790 0.103
H 1.150 1.847 0.930 0.048
H 2.761 1.453 0.396 0.098
H 1.845 2.442 -0.699 0.121
H -1.548 -1.691 0.412 0.202
H -0.350 -1.211 1.486 0.220
```

## Properties
LUMO energy (alpha / beta): -3.77 / -3.75 eV
Net charge: +1
Gap between HOMO and LUMO (alpha / beta): 8.570 / 9.112 eV

Q:
Entry from OMol25: a 3-piece molecular cluster, C6H15N2 overall (wB97M-V/def2-TZVPD).

Geometry as XYZ:
```
23
Properties=species:S:1:pos:R:3:lowdin_charge:R:1
N -0.379 -3.136 2.009 0.031
C -4.456 4.834 0.783 -0.078
C -4.138 3.622 0.349 -0.091
N 0.950 -0.881 -0.041 0.183
C 1.626 0.132 -0.590 -0.115
C 2.940 -0.282 -1.191 -0.104
C 2.613 -1.742 -1.537 -0.128
C 1.626 -2.093 -0.436 -0.176
H -0.146 -2.299 1.500 -0.044
H 0.381 -3.430 2.604 0.014
H -1.249 -3.073 2.511 0.021
H -5.067 4.907 1.672 0.044
H -4.384 5.744 0.201 0.049
H -3.535 3.515 -0.550 0.038
H -4.440 2.731 0.868 0.038
H 0.692 -0.237 -1.306 0.289
H 1.483 1.086 -0.072 0.174
H 3.750 -0.190 -0.477 0.142
H 3.173 0.293 -2.085 0.135
H 2.089 -1.741 -2.494 0.132
H 3.446 -2.427 -1.573 0.131
H 0.895 -2.891 -0.618 0.146
H 2.131 -2.443 0.477 0.172
```

## Properties
LUMO energy: -6.82 eV
Net charge: +1
Gap between HOMO and LUMO: 5.178 eV

According to the calculations, the structures order from most to least stable as P, Q.

P:
Entry from OMol25: a 2-piece molecular cluster, C6H15N2 overall (wB97M-V/def2-TZVPD).

Geometry as XYZ:
```
23
Properties=species:S:1:pos:R:3:lowdin_charge:R:1
C -3.351 1.216 0.053 0.014
C -2.280 2.147 -0.393 0.137
C -0.473 -0.920 0.732 -0.077
C 1.004 -1.091 -1.247 -0.062
C 1.905 -1.427 1.130 -0.019
C 0.912 -0.695 0.211 -0.761
N -3.447 2.645 -0.377 0.196
N 1.022 0.726 0.140 -0.008
H -3.849 0.588 -0.743 0.143
H -3.598 1.050 1.125 0.140
H -1.245 2.308 -0.566 0.133
H -0.495 -0.505 1.693 0.059
H -1.356 -0.577 -0.020 0.108
H -0.670 -1.961 0.816 0.074
H 1.564 -0.398 -1.903 0.075
H 0.007 -0.880 -1.798 0.102
H 1.449 -2.065 -1.402 0.080
H 1.808 -0.820 2.033 0.085
H 1.571 -2.484 1.168 0.103
H 2.872 -1.355 0.706 0.070
H -3.921 3.484 -0.272 0.157
H 1.874 1.188 -0.379 0.140
H 0.836 1.187 1.097 0.110
```

## Properties
LUMO energy: -5.68 eV
Net charge: +1
Gap between HOMO and LUMO: 6.545 eV

Q:
Entry from OMol25: an isolated ion of composition C6H15N2 and charge +1 (wB97M-V/def2-TZVPD).

Geometry as XYZ:
```
23
Properties=species:S:1:pos:R:3:lowdin_charge:R:1
C -1.577 -1.598 1.384 0.118
C -0.633 -0.737 0.900 -0.287
C -1.121 0.250 -0.193 -0.121
C -0.316 0.067 -1.447 -0.296
C -0.413 1.413 -2.270 -0.023
N 1.171 0.102 -1.021 0.127
N 0.783 -0.987 1.289 -0.117
C 1.254 0.075 2.106 -0.104
H -1.279 -2.420 1.964 0.059
H -2.572 -1.548 1.185 0.041
H -0.866 1.263 0.206 0.128
H -2.235 0.277 -0.235 0.154
H -0.544 -0.822 -2.063 0.166
H -1.290 1.503 -2.835 0.076
H -0.112 2.222 -1.654 0.081
H 0.247 1.197 -3.084 0.074
H 1.319 0.942 -0.526 0.087
H 1.888 0.158 -1.834 0.204
H 1.191 -0.843 -0.304 0.193
H 0.723 -1.897 1.671 0.112
H 0.387 0.719 2.504 0.126
H 1.944 0.776 1.425 0.108
H 2.052 -0.114 2.834 0.094
```

## Properties
LUMO energy: -2.91 eV
SMILES string: C=C(C[C@@H](C)[NH3+])NC
Net charge: +1
Gap between HOMO and LUMO: 10.259 eV

According to the calculations, the structures order from most to least stable as Q, P.

P:
Entry from OMol25: a 2-piece molecular cluster, C6H15N2 overall (wB97M-V/def2-TZVPD).

Geometry as XYZ:
```
23
Properties=species:S:1:pos:R:3:lowdin_charge:R:1
C -0.362 -0.489 1.506 -0.383
C 0.082 1.671 -1.340 -0.003
C -0.422 -1.804 2.204 -0.020
C -0.655 0.728 2.311 -0.026
C -0.601 1.221 -2.536 -0.134
C 0.176 -1.450 -0.598 -0.114
N -0.075 -0.325 0.268 -0.011
N 1.536 1.408 -1.379 0.122
H -1.254 -2.395 1.816 0.100
H -0.571 -1.661 3.269 0.088
H 0.489 -2.378 2.040 0.095
H -1.643 0.634 2.757 0.097
H -0.627 1.614 1.682 0.072
H 0.056 0.826 3.129 0.094
H -0.038 0.615 -3.253 0.083
H -0.938 2.151 -3.020 0.114
H -1.539 0.733 -2.262 0.107
H -0.155 -1.196 -1.606 0.059
H 1.247 -1.679 -0.626 0.093
H -0.352 -2.353 -0.289 0.084
H 1.851 0.698 -2.065 0.158
H 1.798 1.126 -0.428 0.150
H 1.994 2.305 -1.581 0.174
```

## Properties
LUMO energy: -4.36 eV
Net charge: +1
Gap between HOMO and LUMO: 8.601 eV

Q:
Entry from OMol25: an isolated ion of composition C6H15N2 and charge +1 (wB97M-V/def2-TZVPD).

Geometry as XYZ:
```
23
Properties=species:S:1:pos:R:3:lowdin_charge:R:1
C 2.878 0.098 0.251 -0.121
C 1.513 0.561 0.586 -0.237
C 0.554 0.263 -0.550 -0.142
N -0.882 0.354 -0.318 -0.174
C -1.481 -0.296 0.884 -0.117
C -1.219 -1.787 0.771 -0.061
C -1.652 0.630 -1.519 -0.047
N -1.600 1.691 -0.550 0.162
H 2.922 -0.893 -0.308 0.102
H 3.531 0.780 -0.288 0.079
H 3.453 -0.192 1.209 0.115
H 1.625 1.650 0.848 0.144
H 1.155 0.051 1.482 0.110
H 0.748 1.026 -1.291 0.134
H 0.608 -0.661 -1.075 0.136
H -1.382 0.169 1.828 0.130
H -2.559 -0.329 0.655 0.138
H -0.227 -2.293 0.760 0.103
H -1.688 -2.184 1.563 0.042
H -1.631 -2.258 -0.150 0.108
H -2.660 0.320 -1.647 0.138
H -1.023 0.847 -2.348 0.131
H -0.986 2.452 -0.794 0.124
```

## Properties
LUMO energy: -2.71 eV
SMILES string: CCC[N@+]1(CC)CN1
Net charge: +1
Gap between HOMO and LUMO: 12.770 eV

According to the calculations, the structures order from most to least stable as Q, P.

P:
Entry from OMol25: a 2-piece molecular cluster, C3H6N2OS3 overall (wB97M-V/def2-TZVPD).

Geometry as XYZ:
```
15
Properties=species:S:1:pos:R:3:lowdin_charge:R:1
O -3.662 1.646 1.082 -0.061
N -3.525 0.566 0.226 -0.012
C -2.323 0.151 0.217 -0.190
N -2.022 -0.937 -0.599 -0.033
C -0.803 -1.507 -0.731 -0.700
S 0.587 -1.076 0.015 0.609
H -4.598 1.866 1.001 0.092
H -1.506 0.575 0.797 0.110
H -2.799 -1.311 -1.127 0.145
H -0.829 -2.346 -1.431 0.066
S 4.022 -0.699 1.358 0.574
C 4.740 0.409 0.424 -1.153
S 4.080 1.260 -0.936 0.714
H 5.773 0.720 0.602 -0.003
H 2.865 0.684 -0.898 -0.160
```

## Properties
LUMO energy: -0.07 eV
SMILES string: O/N=C/NC=S.S=CS
Net charge: 0
Gap between HOMO and LUMO: 8.542 eV

Q:
Entry from OMol25: one molecule with the formula C3H6N2OS3 (wB97M-V/def2-TZVPD).

Geometry as XYZ:
```
15
Properties=species:S:1:pos:R:3:lowdin_charge:R:1
O -0.565 0.516 1.964 -0.077
C 0.055 -0.434 1.075 -0.191
C 0.452 0.245 -0.309 -0.574
S 2.105 0.837 -0.430 0.825
N -0.140 0.107 -1.472 -0.069
N -1.298 -0.429 -1.764 -0.124
C -1.809 -0.394 -3.028 -1.303
S -3.206 -1.137 -3.283 0.627
S -0.936 0.448 -4.264 0.772
H -1.529 0.469 1.934 0.086
H 0.993 -0.615 1.549 0.079
H -0.704 -1.134 0.996 0.092
H 2.402 0.403 0.796 -0.138
H -1.996 -0.674 -1.144 0.083
H 0.175 0.467 -3.403 -0.088
```

## Properties
LUMO energy: -0.19 eV
SMILES string: OC/C(S)=N\NC(=S)S
Net charge: 0
Gap between HOMO and LUMO: 8.297 eV

According to the calculations, the structures order from most to least stable as P, Q.

P:
Entry from OMol25: H2NO3PS as an isolated structure (wB97M-V/def2-TZVPD).

Geometry as XYZ:
```
8
Properties=species:S:1:pos:R:3:lowdin_charge:R:1
N 0.337 0.501 1.265 -0.675
O 1.630 0.219 -1.604 -0.458
O -0.801 1.057 -1.522 -0.463
O -0.228 -1.323 -0.741 -0.358
P 0.285 0.192 -0.944 0.244
S -0.589 -0.769 1.971 0.008
H -0.202 1.370 1.310 -0.094
H -0.431 -1.248 0.265 -0.203
```

## Properties
LUMO energy: 6.51 eV
Net charge: -2
Gap between HOMO and LUMO: 4.965 eV

Q:
Entry from OMol25: H2NO3PS as an isolated structure (wB97M-V/def2-TZVPD).

Geometry as XYZ:
```
8
Properties=species:S:1:pos:R:3:lowdin_charge:R:1
N 0.830 -0.291 -0.868 -0.786
O -0.940 -0.689 1.232 -0.495
O -1.791 -0.105 -1.117 -0.478
O -0.299 1.700 0.273 -0.351
P -0.690 0.036 -0.086 0.063
S 2.131 0.268 -0.098 0.094
H 0.602 -2.248 -0.368 0.031
H 0.156 1.329 1.032 -0.077
```

## Properties
LUMO energy (alpha / beta): 6.28 / 6.29 eV
Net charge: -2
Gap between HOMO and LUMO (alpha / beta): 5.051 / 5.135 eV

According to the calculations, the structures order from most to least stable as P, Q.

P:
Entry from OMol25: one molecule with the formula C3H5I (wB97M-V/def2-TZVPD).

Geometry as XYZ:
```
9
Properties=species:S:1:pos:R:3:lowdin_charge:R:1
C 1.244 0.016 -0.033 -0.152
C -0.112 0.541 -0.144 -0.259
C -1.202 -0.371 0.210 -0.650
I -3.251 0.071 -0.021 0.698
H 1.348 -0.402 -0.995 0.057
H 2.037 0.843 0.175 0.118
H 1.225 -0.858 0.623 0.075
H -0.221 1.595 -0.351 0.083
H -1.067 -1.435 0.537 0.029
```

## Properties
LUMO energy: 0.60 eV
SMILES string: C/C=C/I
Net charge: 0
Gap between HOMO and LUMO: 9.138 eV

Q:
Entry from OMol25: a 2-piece molecular cluster, C3H5I overall (wB97M-V/def2-TZVPD).

Geometry as XYZ:
```
9
Properties=species:S:1:pos:R:3:lowdin_charge:R:1
C 0.364 1.750 -0.107 0.081
C -0.303 0.764 -0.066 -0.251
C -1.245 -0.339 -0.302 -0.133
H 0.994 2.593 0.064 0.024
H -0.547 -1.080 -0.636 0.020
H -1.926 -0.664 0.663 0.136
H -1.987 -0.116 -1.126 0.089
I 2.564 -2.065 0.402 0.489
H 2.086 -0.843 1.109 -0.456
```

## Properties
LUMO energy: 0.82 eV
SMILES string: C#CC.I
Net charge: 0
Gap between HOMO and LUMO: 10.818 eV

According to the calculations, the structures order from most to least stable as P, Q.

P:
Entry from OMol25: one molecule with the formula C4H2O3S (wB97M-V/def2-TZVPD).

Geometry as XYZ:
```
10
Properties=species:S:1:pos:R:3:lowdin_charge:R:1
O 2.187 2.363 0.471 0.199
C 1.339 1.678 0.864 -0.467
O 1.020 1.130 2.161 0.048
C 0.415 0.931 -0.015 0.104
C -0.362 0.208 -0.629 -0.019
C -0.856 -1.045 -1.193 -0.832
O -1.596 -1.742 -0.232 -0.049
S -0.546 -1.398 -2.805 0.707
H 0.193 0.574 2.077 0.123
H -1.796 -2.698 -0.699 0.187
```

## Properties
LUMO energy: -1.46 eV
SMILES string: O=C(O)C#CC(O)=S
Net charge: 0
Gap between HOMO and LUMO: 8.173 eV

Q:
Entry from OMol25: one molecule with the formula C4H2O3S (wB97M-V/def2-TZVPD).

Geometry as XYZ:
```
10
Properties=species:S:1:pos:R:3:lowdin_charge:R:1
O -0.848 1.343 2.560 0.105
C -1.003 0.244 1.999 -0.452
O -1.574 -0.912 2.483 0.015
C -0.355 0.137 0.636 0.095
C 0.127 0.029 -0.415 -0.024
C 0.847 0.328 -1.637 -0.895
O 1.465 -0.707 -2.243 -0.042
S 1.248 1.790 -2.109 0.803
H -1.820 -1.829 1.824 0.269
H 1.913 -0.423 -3.098 0.127
```

## Properties
LUMO energy: -0.99 eV
SMILES string: O=C(O)C#CC(O)=S
Net charge: 0
Gap between HOMO and LUMO: 8.408 eV

According to the calculations, the structures order from most to least stable as P, Q.

P:
Entry from OMol25: a 2-piece molecular cluster, C3H6N3 overall (wB97M-V/def2-TZVPD).

Geometry as XYZ:
```
12
Properties=species:S:1:pos:R:3:lowdin_charge:R:1
C 1.886 -1.417 0.276 0.142
C -0.567 -1.182 -0.610 0.256
C -1.512 1.097 -0.259 -0.047
N 1.786 -0.248 0.442 -0.145
N 1.168 0.775 0.292 0.061
N -0.848 -0.065 -0.471 0.015
H 2.145 -2.434 0.283 0.087
H -0.239 -2.170 -0.347 0.119
H -1.835 1.092 0.837 0.158
H -0.820 1.897 -0.432 0.088
H -2.395 1.139 -0.984 0.152
H 1.231 1.518 0.973 0.113
```

## Properties
LUMO energy: -4.57 eV
Net charge: +1
Gap between HOMO and LUMO: 8.857 eV

Q:
Entry from OMol25: an isolated ion of composition C3H6N3 and charge +1 (wB97M-V/def2-TZVPD).

Geometry as XYZ:
```
12
Properties=species:S:1:pos:R:3:lowdin_charge:R:1
C 1.884 -0.523 0.004 -0.212
C 0.503 1.187 0.001 -0.151
C -1.830 0.115 0.003 -0.033
N 1.772 0.801 0.013 0.098
N 0.866 -1.280 -0.010 0.292
N -0.480 0.385 -0.043 0.135
H 2.913 -0.893 -0.003 0.169
H 0.366 2.271 0.002 0.185
H -2.124 -0.315 0.969 0.120
H -2.381 1.060 -0.123 0.141
H -2.130 -0.550 -0.814 0.119
H 0.641 -2.260 0.002 0.138
```

## Properties
LUMO energy (alpha / beta): -7.55 / -7.54 eV
Net charge: +1
Gap between HOMO and LUMO (alpha / beta): 7.669 / 7.671 eV

According to the calculations, the structures order from most to least stable as Q, P.